Record 1
{"formula": "C9H21F3O3P2V", "method": "the ωB97M-V functional and the def2-TZVPD basis", "species": ["V", "H", "H", "P", "P", "C", "H", "H", "H", "C", "H", "H", "H", "C", "H", "H", "H", "C", "H", "H", "H", "C", "H", "H", "H", "C", "H", "H", "H", "C", "O", "H", "F", "C", "F", "F", "C", "O", "O"], "xyz": [[-0.309, -0.262, -0.360], [-1.211, -0.615, 1.155], [-1.822, -0.197, 0.731], [-0.198, -2.519, -0.808], [-0.111, 1.942, -1.064], [1.315, 3.005, -0.690], [1.123, 4.032, -1.032], [1.484, 2.971, 0.393], [2.193, 2.600, -1.203], [-0.551, 2.475, -2.747], [-1.539, 2.072, -3.006], [-0.557, 3.574, -2.811], [0.201, 2.060, -3.427], [-1.379, 2.777, -0.028], [-1.103, 2.680, 1.032], [-1.438, 3.840, -0.296], [-2.357, 2.308, -0.185], [-0.304, -3.014, -2.563], [-0.316, -4.107, -2.661], [-1.218, -2.597, -3.003], [0.561, -2.606, -3.101], [1.238, -3.477, -0.207], [1.323, -3.340, 0.878], [1.109, -4.542, -0.444], [2.151, -3.096, -0.680], [-1.580, -3.450, -0.050], [-2.530, -3.048, -0.423], [-1.500, -4.516, -0.296], [-1.534, -3.311, 1.037], [1.351, -0.351, 0.858], [2.420, -0.740, 1.098], [0.729, 0.220, -1.484], [0.451, 0.877, 5.275], [0.585, 1.650, 4.170], [-0.538, 2.420, 4.059], [1.641, 2.486, 4.363], [0.700, 0.802, 2.849], [0.481, -0.428, 2.877], [1.037, 1.422, 1.796]], "nbo_charge": [0.6009, 0.0781, 0.0209, 0.8736, 1.0514, -0.9305, 0.2561, 0.2955, 0.2539, -0.9315, 0.2470, 0.2657, 0.2577, -0.9558, 0.2710, 0.2608, 0.2301, -0.9169, 0.2559, 0.2447, 0.2590, -0.9157, 0.2628, 0.2547, 0.2621, -0.9257, 0.2437, 0.2638, 0.2557, 0.5269, -0.4668, -0.1104, -0.2979, 0.9037, -0.3244, -0.3039, 0.7024, -0.6347, -0.6839], "homo_ev": [-13.18, -12.80], "s2": 2.04, "total_charge": 1, "spin_multiplicity": 3, "gap_ha": [0.289, 0.286], "total_energy_ha": -2507.2070}

---

Record 2
{"formula": "C9H21I2O3P2Sc", "method": "the ωB97M-V functional and the def2-TZVPD basis", "species": ["I", "I", "Sc", "P", "C", "C", "H", "H", "H", "H", "H", "H", "C", "H", "H", "H", "P", "C", "C", "H", "H", "H", "C", "H", "H", "H", "H", "H", "H", "C", "O", "C", "C", "O", "O", "H", "H", "H"], "xyz": [[0.277, -0.196, -5.497], [-0.313, 2.344, -4.821], [-0.004, 0.272, -0.284], [-2.411, 0.260, -0.322], [-3.299, 1.752, 0.073], [-2.986, -0.276, -1.933], [-4.069, -0.434, -1.883], [-4.067, -1.108, 0.725], [-2.484, -1.215, -2.218], [-2.479, -1.954, 0.638], [-3.044, 2.550, -0.639], [-2.750, 0.483, -2.692], [-2.985, -0.993, 0.837], [-4.375, 1.543, 0.020], [-2.751, -0.696, 1.874], [-3.042, 2.104, 1.083], [2.402, 0.345, -0.315], [3.237, 1.865, 0.086], [3.016, -0.890, 0.844], [2.533, -1.124, -2.213], [4.089, -0.287, -1.872], [2.740, 0.581, -2.684], [3.000, -0.168, -1.923], [2.543, -1.867, 0.643], [4.101, -0.969, 0.734], [4.319, 1.694, 0.039], [2.962, 2.208, 1.095], [2.771, -0.602, 1.881], [2.958, 2.655, -0.627], [-0.040, 2.249, 0.190], [-0.061, 3.421, 0.498], [0.034, -2.155, 3.299], [0.028, -1.713, 1.838], [0.042, -2.488, 0.921], [0.005, -0.389, 1.658], [0.052, -3.244, 3.329], [-0.866, -1.794, 3.807], [0.918, -1.764, 3.810]], "nbo_charge": [0.0520, 0.0234, 1.8182, 0.7120, -0.9457, -0.9460, 0.2838, 0.2772, 0.2661, 0.2791, 0.2640, 0.2717, -0.9339, 0.2773, 0.2738, 0.2705, 0.7119, -0.9458, -0.9339, 0.2663, 0.2838, 0.2709, -0.9458, 0.2790, 0.2771, 0.2774, 0.2706, 0.2738, 0.2644, 0.3429, -0.2799, -0.7277, 0.8140, -0.6171, -0.8895, 0.2576, 0.2533, 0.2532], "homo_ev": -14.79, "de_lowest_kcal_mol": 51.4, "total_charge": 2, "spin_multiplicity": 1, "gap_ha": 0.201, "total_energy_ha": -2619.5243}

---

Record 3
{"formula": "C9H21N", "method": "the ωB97M-V functional and the def2-TZVPD basis", "species": ["C", "C", "C", "C", "N", "H", "H", "H", "H", "H", "H", "H", "H", "H", "H", "H", "C", "C", "C", "C", "C", "H", "H", "H", "H", "H", "H", "H", "H", "H", "H"], "xyz": [[1.577, -1.571, 0.674], [-1.569, 2.545, 0.596], [-2.141, 0.657, 1.944], [1.957, -0.422, 1.610], [-1.110, 1.311, 1.175], [0.761, -2.150, 1.114], [2.430, -2.255, 0.592], [-2.417, 1.265, 2.820], [-0.777, 3.001, -0.002], [-1.837, 3.268, 1.382], [-2.474, 2.441, -0.034], [-3.074, 0.478, 1.380], [-1.770, -0.296, 2.326], [2.827, 0.122, 1.240], [1.140, 0.287, 1.744], [2.213, -0.822, 2.593], [-0.546, -0.421, -0.661], [2.081, -0.157, -1.422], [-1.108, 0.241, -1.885], [1.194, -1.181, -0.749], [0.518, -2.131, -1.522], [-0.435, 0.423, 0.299], [-1.210, -1.112, -0.150], [3.121, -0.489, -1.374], [1.820, -0.033, -2.471], [2.012, 0.812, -0.928], [-1.638, -0.463, -2.526], [-0.365, 0.764, -2.485], [-1.841, 1.001, -1.598], [0.141, -3.044, -1.081], [0.519, -2.071, -2.602]], "nbo_charge": [-0.4205, -0.4184, -0.4234, -0.6241, -0.6581, 0.2100, 0.2129, 0.1802, 0.1882, 0.1782, 0.1373, 0.1438, 0.1840, 0.1997, 0.2476, 0.2135, -0.3111, -0.6408, -0.6711, 0.0635, -0.3256, 0.3609, 0.2069, 0.2266, 0.2162, 0.2326, 0.2071, 0.2125, 0.2465, 0.2140, 0.2111], "homo_ev": [-6.51, -6.51], "de_lowest_kcal_mol": 118.7, "spin_multiplicity": 1, "gap_ha": [0.247, 0.247], "total_energy_ha": -410.0770}

---

Record 4
{"formula": "C9H21N2O", "method": "the ωB97M-V functional and the def2-TZVPD basis", "species": ["C", "C", "C", "C", "C", "C", "C", "C", "C", "N", "N", "O", "H", "H", "H", "H", "H", "H", "H", "H", "H", "H", "H", "H", "H", "H", "H", "H", "H", "H", "H", "H", "H"], "xyz": [[-1.575, 0.001, -0.051], [3.062, -0.484, -0.103], [1.039, -1.933, 0.172], [1.462, -0.096, 1.840], [-3.375, 0.725, 1.521], [0.466, 2.407, -1.498], [-2.012, -1.523, -1.807], [0.790, 0.322, -0.531], [1.584, -0.518, 0.376], [-1.975, 0.681, 0.965], [1.023, 1.582, -0.522], [-2.444, -0.847, -0.524], [3.761, -0.888, 0.667], [3.350, 0.548, -0.511], [3.132, -1.198, -1.035], [1.225, -2.496, 1.114], [0.003, -1.858, 0.059], [1.454, -2.589, -0.675], [2.415, 0.195, 2.216], [0.742, 0.698, 2.126], [1.204, -0.969, 2.607], [-3.483, 1.789, 1.778], [-3.454, 0.147, 2.477], [-4.163, 0.259, 0.854], [0.713, 3.432, -1.475], [0.722, 1.853, -2.498], [-0.617, 2.557, -1.251], [-1.326, -2.349, -1.484], [-1.522, -0.923, -2.630], [-2.980, -1.837, -2.242], [0.408, -0.017, -1.505], [1.697, 1.967, 0.148], [-1.323, 1.363, 1.423]], "nbo_charge": [0.4205, -0.5967, -0.5966, -0.6292, -0.4545, -0.4343, -0.2654, 0.2925, -0.1940, -0.5820, -0.5463, -0.5111, 0.2475, 0.2120, 0.2288, 0.2303, 0.2052, 0.2282, 0.2313, 0.2089, 0.2482, 0.2195, 0.2239, 0.2479, 0.2436, 0.2170, 0.2174, 0.2060, 0.2001, 0.2262, 0.2240, 0.4220, 0.4090], "homo_ev": -12.39, "de_lowest_kcal_mol": 71.7, "total_charge": 1, "spin_multiplicity": 1, "gap_ha": 0.349, "total_energy_ha": -539.9054}

---

Copy entry 4 word for word.
{"formula": "C9H21N2O", "method": "the ωB97M-V functional and the def2-TZVPD basis", "species": ["C", "C", "C", "C", "C", "C", "C", "C", "C", "N", "N", "O", "H", "H", "H", "H", "H", "H", "H", "H", "H", "H", "H", "H", "H", "H", "H", "H", "H", "H", "H", "H", "H"], "xyz": [[-1.575, 0.001, -0.051], [3.062, -0.484, -0.103], [1.039, -1.933, 0.172], [1.462, -0.096, 1.840], [-3.375, 0.725, 1.521], [0.466, 2.407, -1.498], [-2.012, -1.523, -1.807], [0.790, 0.322, -0.531], [1.584, -0.518, 0.376], [-1.975, 0.681, 0.965], [1.023, 1.582, -0.522], [-2.444, -0.847, -0.524], [3.761, -0.888, 0.667], [3.350, 0.548, -0.511], [3.132, -1.198, -1.035], [1.225, -2.496, 1.114], [0.003, -1.858, 0.059], [1.454, -2.589, -0.675], [2.415, 0.195, 2.216], [0.742, 0.698, 2.126], [1.204, -0.969, 2.607], [-3.483, 1.789, 1.778], [-3.454, 0.147, 2.477], [-4.163, 0.259, 0.854], [0.713, 3.432, -1.475], [0.722, 1.853, -2.498], [-0.617, 2.557, -1.251], [-1.326, -2.349, -1.484], [-1.522, -0.923, -2.630], [-2.980, -1.837, -2.242], [0.408, -0.017, -1.505], [1.697, 1.967, 0.148], [-1.323, 1.363, 1.423]], "nbo_charge": [0.4205, -0.5967, -0.5966, -0.6292, -0.4545, -0.4343, -0.2654, 0.2925, -0.1940, -0.5820, -0.5463, -0.5111, 0.2475, 0.2120, 0.2288, 0.2303, 0.2052, 0.2282, 0.2313, 0.2089, 0.2482, 0.2195, 0.2239, 0.2479, 0.2436, 0.2170, 0.2174, 0.2060, 0.2001, 0.2262, 0.2240, 0.4220, 0.4090], "homo_ev": -12.39, "de_lowest_kcal_mol": 71.7, "total_charge": 1, "spin_multiplicity": 1, "gap_ha": 0.349, "total_energy_ha": -539.9054}